Here is 2 unconnected molecules or ions with the total composition H4N2Si in a non-equilibrium geometry from the Open Molecules 2025 dataset. Energies are from ωB97M-V/def2-TZVPD.

Geometry (Å):
N 0.9448 0.2027 0.3389
N -0.1354 1.0390 -0.2126
Si -0.5514 -0.5785 -0.2453
H 1.7577 0.2981 -0.1377
H -0.7118 1.7519 0.9535
H -0.3769 -1.1562 -1.6404
H -0.9269 -1.5570 0.9436

The value obtained for the molar mass is 60.1 g/mol. As for the net charge: 0. As for the expectation value of S²: 2.010. As for the multiplicity: 3. The value obtained for the gap between HOMO and LUMO (spin up / spin down) is 5.648 / 8.331 eV. Its LUMO energy (spin up / spin down) is -0.05 / -2.23 eV. As for the highest occupied orbital energy (spin up / spin down): -5.7 / -10.6 eV. As for the electronic energy: -401.12354 Eh. The energy above the lowest of the compared OMol25 structures with the same formula, charge and spin comes out at 88.8 kcal/mol.

Here is a molecular structure, C46H58BBrClMoO5SSi in a non-equilibrium geometry from the Open Molecules 2025 dataset. Energies are from ωB97M-V/def2-TZVPD.

Geometry (Å):
Mo 0.5345 -0.0406 -0.2434
C 4.8386 1.4778 -0.1087
C 4.1739 2.7706 0.3386
C 4.2166 3.8006 -0.7859
C 4.8656 3.3138 1.5855
O 2.8185 2.4069 0.6402
Si 1.4823 3.2560 1.0868
S -0.0828 1.8916 1.2680
O 1.2748 4.3800 -0.0951
C 0.2689 5.3643 -0.3462
C 1.0150 6.6371 -0.7254
C -0.5777 4.8677 -1.5058
C -0.6063 5.6187 0.8784
O 1.7403 4.1467 2.4517
C 1.5196 4.0347 3.8627
C 2.1178 5.2989 4.4579
C 0.0282 3.9697 4.1786
C 2.2279 2.8023 4.4128
H 5.9219 1.6150 -0.1595
H 4.4777 1.1706 -1.0943
H 4.6181 0.6799 0.6043
H 5.2501 3.9341 -1.1203
H 3.8213 4.7657 -0.4574
H 3.6108 3.4579 -1.6302
H 5.8957 3.5904 1.3442
H 4.8823 2.5509 2.3693
H 4.3446 4.1963 1.9654
H 1.5826 6.4832 -1.6472
H 1.7149 6.9004 0.0724
H 0.3188 7.4675 -0.8724
H 0.0598 4.6439 -2.3608
H -1.3145 5.6221 -1.7985
H -1.1012 3.9501 -1.2242
H -0.0122 6.0282 1.7001
H -1.0821 4.6937 1.2185
H -1.3891 6.3361 0.6176
H 1.6430 6.1770 4.0131
H 3.1904 5.3435 4.2510
H 1.9643 5.3257 5.5412
H -0.4692 4.8903 3.8592
H -0.1175 3.8514 5.2570
H -0.4417 3.1308 3.6668
H 3.3111 2.8979 4.3153
H 1.9088 1.9099 3.8690
H 1.9824 2.6636 5.4697
Br 2.1753 -0.5110 2.1167
C 2.7493 -2.2401 1.6088
C 3.6844 -2.8556 2.3759
C 4.1142 -4.1571 2.0228
C 3.5770 -4.7716 0.9334
C 2.5902 -4.1326 0.1326
C 2.0285 -4.8000 -0.9806
C 1.0643 -4.1795 -1.7158
C 0.6476 -2.8727 -1.3936
C 1.1695 -2.1370 -0.3457
C 2.1498 -2.8139 0.4531
H 4.0869 -2.3545 3.2482
H 4.8642 -4.6562 2.6250
H 3.8915 -5.7721 0.6551
H 2.3698 -5.8009 -1.2225
H 0.6181 -4.6830 -2.5676
H -0.1273 -2.4278 -2.0110
Cl 1.6116 2.5851 -3.7158
C 1.5550 0.9226 -4.2654
C 1.3025 0.7192 -5.6167
C 1.3350 -0.5610 -6.1429
C 1.6636 -1.6200 -5.3036
C 1.9112 -1.3944 -3.9592
C 1.8200 -0.1219 -3.3737
C 2.0177 0.0470 -1.9152
H 1.0941 1.5747 -6.2471
H 1.1352 -0.7231 -7.1954
H 1.7294 -2.6272 -5.6981
H 2.1784 -2.2240 -3.3177
H 2.2054 1.1014 -1.6481
H 2.8538 -0.5614 -1.5668
C -0.8937 0.7708 -1.7209
C -2.0041 -0.0597 -2.2861
C -1.7957 -0.8891 -3.3935
C -2.8147 -1.6886 -3.9013
C -4.0788 -1.6741 -3.3193
C -4.3056 -0.8408 -2.2270
C -3.2833 -0.0478 -1.7251
H -1.3087 1.6217 -1.1809
H -0.2948 1.1552 -2.5385
H -0.8112 -0.9114 -3.8529
H -2.6192 -2.3273 -4.7570
H -4.8762 -2.2900 -3.7181
H -5.2838 -0.8170 -1.7572
H -3.4648 0.5810 -0.8588
C -5.9283 -5.3436 -0.3726
C -5.6222 -5.1884 1.1182
C -5.3089 -6.5763 1.6934
C -6.8765 -4.6299 1.8041
C -4.4354 -4.2501 1.3631
C -4.0399 -3.9634 2.6732
C -2.9774 -3.1033 2.9663
C -2.3179 -2.5404 1.9003
O -1.2727 -1.6538 1.8930
B -0.9881 -1.3789 0.5300
O -1.8906 -2.1403 -0.2593
C -2.6899 -2.8248 0.6040
C -3.7371 -3.6621 0.3008
H -6.7834 -6.0124 -0.5002
H -5.0821 -5.7731 -0.9157
H -6.1766 -4.3837 -0.8344
H -6.1425 -7.2630 1.5105
H -5.1357 -6.5306 2.7715
H -4.4110 -6.9910 1.2271
H -7.7367 -5.2790 1.6082
H -7.1057 -3.6291 1.4275
H -6.7454 -4.5584 2.8863
H -4.5722 -4.4174 3.5022
H -2.6901 -2.8860 3.9877
H -3.9927 -3.8286 -0.7377

The value obtained for the molar mass is 973.2 g/mol. As for the net charge: -1. As for the expectation value of S²: 2.029. As for the multiplicity: 3. The value obtained for the gap between HOMO and LUMO (spin up / spin down) is 6.833 / 7.296 eV. Its LUMO energy (spin up / spin down) is 2.43 / 2.43 eV. As for the highest occupied orbital energy (spin up / spin down): -4.4 / -4.9 eV. As for the electronic energy: -5979.12305 Eh. The energy above the lowest of the compared OMol25 structures with the same formula, charge and spin comes out at 5.0 kcal/mol.